No. 1
This record from OMol25 describes a molecular structure, C12H4O8Tl. The level of theory is ωB97M-V with the def2-TZVPD basis set.

Geometry as ORCA input:
```
! RIJCOSX wB97M-V def2-TZVPD def2/J DEFGRID3
* xyz -1 1
Tl -1.33 0.17 -0.64
C -1.65 2.55 3.76
C -1.23 1.96 2.54
C -0.12 2.67 1.76
O 0.18 2.22 0.65
C 0.47 3.86 2.29
C 0.02 4.43 3.53
C -1.11 3.77 4.28
O -1.54 4.25 5.31
O 0.61 5.38 4.00
O -1.83 1.05 1.97
H -2.44 2.04 4.29
H 1.33 4.19 1.73
C 0.62 -2.38 -4.14
C 0.19 -1.89 -2.89
C 0.16 -2.81 -1.68
O -0.41 -2.38 -0.66
C 0.74 -4.09 -1.80
C 1.25 -4.58 -3.05
C 1.28 -3.64 -4.24
O 1.88 -3.94 -5.25
O 1.69 -5.71 -3.15
O -0.09 -0.69 -2.69
H 0.67 -1.65 -4.94
H 0.65 -4.78 -0.97
*
```

Energy relative to the best compared isomer or geometry (same formula, charge and spin), kcal per mole: 0.0
Molar mass, g mol⁻¹: 480.54
Calculated total energy, eV: -33578.995
E_LUMO, eV: -2.620
Max |F|, eV/A: 1.8

***

No. 2
This record from OMol25 describes 9 unconnected molecules or ions with the total composition C12H54N8O8S. The level of theory is ωB97M-V with the def2-TZVPD basis set.

Geometry as ORCA input:
```
! RIJCOSX wB97M-V def2-TZVPD def2/J DEFGRID3
* xyz 3 2
N 0.24 -4.02 -0.97
H -0.46 -3.94 -1.70
H 1.13 -3.90 -1.42
H 0.14 -4.98 -0.68
H 0.07 -3.31 -0.28
N -3.68 -0.86 0.76
H -4.50 -1.44 0.66
H -3.00 -1.54 1.08
H -3.71 -0.14 1.46
H -3.36 -0.49 -0.12
N 2.98 -1.48 -1.06
H 3.56 -0.68 -1.30
H 2.65 -2.00 -1.86
H 2.10 -1.25 -0.62
H 3.56 -2.16 -0.59
N 0.26 -0.70 4.32
H -0.32 -1.08 5.06
H 0.76 -1.47 3.89
H 0.90 -0.02 4.68
H -0.30 -0.36 3.55
N -1.61 -4.57 2.48
H -0.83 -5.13 2.18
H -1.64 -3.63 2.10
H -1.55 -4.42 3.48
H -2.45 -5.05 2.20
N 2.49 -3.85 2.56
H 2.60 -4.06 3.54
H 1.90 -4.63 2.31
H 3.30 -3.70 1.97
H 1.71 -3.21 2.48
S -0.29 -1.66 1.41
O -0.54 -0.29 1.84
O 0.33 -2.34 2.51
O -1.59 -2.33 1.23
O 0.53 -1.72 0.18
C -2.90 -0.93 -2.46
O -2.95 0.30 -1.73
C -1.68 0.93 -1.55
C -1.83 2.10 -0.47
N -1.96 1.63 0.85
C -2.38 2.60 1.82
C -3.90 2.49 2.04
O -4.35 1.12 2.40
C -5.71 0.95 2.45
H -2.13 -1.69 -2.30
H -2.78 -0.61 -3.49
H -3.77 -1.59 -2.43
H -1.34 1.41 -2.48
H -0.82 0.29 -1.36
H -2.71 2.68 -0.73
H -1.04 2.84 -0.56
H -1.26 0.99 1.18
H -2.12 3.62 1.57
H -1.90 2.36 2.76
H -4.44 2.74 1.13
H -4.04 3.17 2.88
H -6.27 1.87 2.66
H -5.78 0.17 3.20
H -6.15 0.46 1.58
C 4.60 4.63 -4.17
O 4.40 3.20 -3.95
C 3.27 2.76 -4.70
C 2.86 1.42 -4.22
N 2.84 1.25 -2.72
C 1.77 1.87 -1.96
C 1.87 1.72 -0.41
O 3.24 1.50 0.12
C 3.26 1.31 1.51
H 4.12 5.00 -5.08
H 5.61 4.93 -4.44
H 4.35 5.33 -3.37
H 3.57 2.70 -5.74
H 2.45 3.47 -4.74
H 3.59 0.71 -4.60
H 1.96 1.25 -4.80
H 3.63 1.74 -2.32
H 0.97 1.28 -2.40
H 1.67 2.95 -2.13
H 1.24 0.89 -0.09
H 1.54 2.68 0.00
H 4.23 0.99 1.89
H 2.45 0.72 1.95
H 3.28 2.24 2.06
*
```

⟨S²⟩: 0.75
Energy relative to the best compared isomer or geometry (same formula, charge and spin), kcal per mole: 0.0
Molar mass, g mol⁻¹: 470.68
Calculated total energy, eV: -52425.691
E_LUMO (alpha / beta), eV: -7.956 / -8.636
Max |F|, eV/A: 3.6

***

No. 3
This record from OMol25 describes 15 unconnected molecules or ions with the total composition C12H54O15. The level of theory is ωB97M-V with the def2-TZVPD basis set.

Geometry as ORCA input:
```
! RIJCOSX wB97M-V def2-TZVPD def2/J DEFGRID3
* xyz 0 1
O -1.31 -4.17 -5.96
H -0.96 -3.34 -5.65
H -1.34 -4.73 -5.18
O 3.82 3.07 -2.36
H 2.93 2.71 -2.39
H 4.36 2.34 -2.06
O -0.80 -7.55 -2.10
H -1.36 -8.25 -2.45
H 0.05 -7.69 -2.52
O 2.99 0.13 6.16
H 2.91 0.06 7.11
H 2.09 0.20 5.85
O 6.52 1.85 3.56
H 6.75 2.63 4.06
H 5.86 1.41 4.09
O -2.29 -0.42 7.15
H -2.68 0.41 7.42
H -2.72 -0.64 6.33
O 3.94 -7.72 0.90
H 4.05 -6.90 1.38
H 4.04 -7.48 -0.02
O 5.37 -1.85 -4.10
H 5.50 -1.30 -4.88
H 6.21 -1.78 -3.63
O 3.88 -6.43 -3.54
H 4.00 -5.52 -3.84
H 4.43 -6.95 -4.12
C 0.05 4.72 4.11
C 0.23 6.15 4.58
O 0.84 6.87 3.56
H -0.71 4.65 3.33
H -0.46 4.15 4.88
H 0.96 4.24 3.76
H 0.90 6.10 5.43
H -0.74 6.54 4.89
H 1.22 7.60 4.06
C -4.60 2.92 -7.41
C -3.73 3.67 -6.44
O -2.79 4.41 -7.10
H -5.22 3.53 -8.07
H -5.38 2.39 -6.87
H -4.09 2.17 -8.01
H -3.12 3.07 -5.76
H -4.37 4.32 -5.84
H -2.18 4.67 -6.41
C -6.50 5.11 1.15
C -6.50 4.26 -0.15
O -7.23 3.19 0.19
H -7.37 4.94 1.77
H -6.37 6.19 1.06
H -5.71 4.70 1.78
H -5.49 4.02 -0.48
H -7.07 4.75 -0.94
H -8.16 3.39 0.09
C -5.50 -3.84 2.00
C -5.82 -3.10 3.34
O -5.40 -1.77 3.23
H -4.48 -3.60 1.69
H -6.11 -3.35 1.24
H -5.74 -4.90 1.94
H -5.16 -3.36 4.17
H -6.87 -3.15 3.59
H -5.91 -1.38 2.52
C 0.57 -1.31 0.04
C -0.25 -0.35 -0.77
O 0.43 -0.34 -2.08
H 1.61 -0.99 0.11
H 0.69 -2.28 -0.44
H 0.06 -1.47 0.99
H -0.20 0.61 -0.28
H -1.32 -0.45 -0.96
H 0.93 -1.15 -2.13
C 8.25 -2.89 0.47
C 8.86 -1.76 -0.24
O 7.90 -0.71 -0.38
H 7.80 -2.55 1.40
H 8.95 -3.69 0.68
H 7.38 -3.20 -0.11
H 9.24 -2.12 -1.19
H 9.72 -1.37 0.31
H 7.71 -0.34 0.48
*
```

Energy relative to the best compared isomer or geometry (same formula, charge and spin), kcal per mole: 91.9
Molar mass, g mol⁻¹: 438.55
Calculated total energy, eV: -44028.220
E_LUMO, eV: 0.091
Max |F|, eV/A: 4.6

***

Which of these has the highest calculated total energy?
C12H4O8Tl

***

Look up the molar mass of the second one.
470.68 g mol⁻¹

***

max |F| of number 3 (C12H54O15)?
4.6 eV/A